Entry 1:
{"formula": "C13H24Cl2O3Sn", "method": "ωB97M-V/def2-TZVPD", "elements": ["C", "C", "C", "C", "C", "C", "C", "C", "C", "C", "Sn", "Cl", "Cl", "O", "H", "H", "H", "H", "H", "H", "H", "H", "H", "H", "H", "H", "H", "H", "H", "H", "O", "H", "C", "C", "C", "O", "H", "H", "H", "H", "H", "H", "H"], "positions_angstrom": [[0.493, 2.822, -0.869], [1.278, 2.097, -1.812], [2.379, 1.522, -1.122], [1.021, 1.974, -3.251], [2.309, 1.936, 0.234], [1.125, 2.709, 0.399], [0.664, 3.283, 1.671], [-0.726, 3.595, -1.170], [3.401, 0.648, -1.714], [3.311, 1.671, 1.276], [-1.386, -0.957, 0.548], [0.579, -1.526, -1.872], [-2.691, 0.339, -0.965], [0.123, -0.033, 1.464], [0.255, 2.690, -3.559], [0.700, 0.949, -3.483], [1.936, 2.194, -3.822], [2.893, -0.161, -2.264], [3.979, 0.173, -0.915], [4.091, 1.196, -2.376], [3.913, 0.802, 1.009], [2.824, 1.475, 2.234], [4.002, 2.513, 1.421], [0.918, 2.613, 2.502], [-0.418, 3.467, 1.658], [1.157, 4.246, 1.865], [-1.146, 3.289, -2.139], [-0.487, 4.670, -1.224], [-1.483, 3.476, -0.382], [0.854, -0.639, 1.233], [-2.767, -1.791, 1.793], [-3.050, -1.115, 2.439], [-1.026, -4.799, 1.227], [-0.738, -3.960, -0.025], [-1.787, -4.142, -1.089], [-0.408, -2.652, 0.328], [-1.785, -4.310, 1.853], [-0.116, -4.957, 1.819], [-1.420, -5.789, 0.924], [0.201, -4.333, -0.456], [-2.722, -3.651, -0.816], [-1.421, -3.760, -2.040], [-1.991, -5.216, -1.196]], "spin_multiplicity": 1, "homo_lumo_gap_ev": 3.817, "relative_energy_kj_mol": 26.1, "total_charge": -2, "total_energy_ev": -50890.0325, "e_homo_ev": 1.00}

Entry 2:
{"formula": "C13H24ClEuI2N2P2", "method": "ωB97M-V/def2-TZVPD", "elements": ["I", "I", "Eu", "P", "C", "C", "H", "H", "H", "H", "H", "H", "C", "H", "H", "H", "P", "C", "C", "H", "H", "H", "C", "H", "H", "H", "H", "H", "H", "Cl", "N", "C", "N", "C", "C", "C", "C", "C", "C", "H", "H", "H", "H", "H", "H"], "positions_angstrom": [[0.992, -0.725, -4.390], [2.001, -3.749, -3.011], [0.676, -1.298, -1.214], [3.502, -0.095, 0.569], [4.891, -0.047, -0.636], [3.509, 1.657, 1.162], [4.474, 1.947, 1.571], [5.273, -0.327, 2.278], [2.735, 1.745, 1.937], [3.682, -0.929, 2.848], [4.529, 0.504, -1.519], [3.256, 2.285, 0.304], [4.372, -0.870, 1.997], [5.773, 0.439, -0.201], [4.643, -1.895, 1.726], [5.117, -1.085, -0.932], [-2.404, -2.546, -0.306], [-3.032, -3.441, -1.780], [-2.758, -3.816, 0.979], [-3.656, -0.973, 1.052], [-4.777, -1.919, 0.001], [-3.778, -0.616, -0.711], [-3.818, -1.403, 0.055], [-2.447, -3.428, 1.956], [-3.808, -4.096, 1.008], [-4.069, -3.759, -1.620], [-2.376, -4.307, -1.954], [-2.165, -4.712, 0.779], [-2.955, -2.756, -2.638], [0.890, -2.559, 1.024], [-0.482, 2.799, -1.847], [-0.015, 1.552, -1.827], [-0.215, 0.998, -0.618], [-0.852, 1.962, 0.175], [-1.471, 1.948, 1.427], [-2.108, 3.100, 1.898], [-2.214, 4.253, 1.108], [-1.644, 4.233, -0.170], [-0.988, 3.107, -0.593], [-0.399, 3.411, -2.647], [0.443, 1.091, -2.746], [-1.424, 1.062, 2.042], [-2.515, 3.078, 2.903], [-2.729, 5.144, 1.451], [-1.659, 5.035, -0.889]], "spin_multiplicity": 7, "homo_lumo_gap_ev": [6.368, 3.562], "relative_energy_kj_mol": 100.8, "total_charge": 2, "total_energy_ev": -83465.2091, "s2": 12.0737, "e_homo_ev": [-14.65, -14.62]}

Entry 3:
{"formula": "C13H24ClI2N2P2Rh", "method": "ωB97M-V/def2-TZVPD", "elements": ["I", "I", "Rh", "P", "C", "C", "H", "H", "H", "H", "H", "H", "C", "H", "H", "H", "P", "C", "C", "H", "H", "H", "C", "H", "H", "H", "H", "H", "H", "Cl", "N", "C", "N", "C", "C", "C", "C", "C", "C", "H", "H", "H", "H", "H", "H"], "positions_angstrom": [[-1.050, 2.227, -3.605], [-1.073, -2.985, -3.676], [0.556, -0.250, 0.180], [-2.279, -0.229, -1.420], [-3.513, -0.145, -0.044], [-3.253, 0.902, -2.686], [-4.279, 0.547, -2.707], [-4.101, -1.598, -2.433], [-2.866, 0.833, -3.714], [-2.603, -1.819, -3.341], [-3.087, 0.547, 0.714], [-3.234, 1.953, -2.338], [-3.040, -1.713, -2.343], [-4.457, 0.265, -0.556], [-2.840, -2.619, -1.754], [-3.760, -1.179, 0.404], [2.393, -0.391, -1.381], [3.310, -0.482, 0.155], [2.891, -1.775, -2.501], [2.369, 1.104, -3.364], [3.899, 1.191, -2.423], [2.445, 2.053, -1.804], [2.788, 1.141, -2.336], [2.456, -1.728, -3.523], [3.971, -1.627, -2.623], [4.348, -0.677, -0.104], [2.854, -1.296, 0.735], [2.740, -2.762, -2.041], [3.200, 0.464, 0.688], [0.324, -0.116, -2.775], [-0.648, -1.115, 3.759], [-0.689, -1.486, 2.414], [-0.040, -0.404, 1.782], [0.228, 0.560, 2.751], [0.839, 1.721, 2.330], [1.390, 2.535, 3.393], [1.137, 2.219, 4.721], [0.338, 0.980, 5.029], [-0.180, 0.182, 4.006], [-1.088, -1.603, 4.538], [-1.068, -2.348, 1.797], [0.778, 1.879, 1.171], [1.927, 3.405, 3.161], [1.634, 2.846, 5.600], [0.334, 0.799, 6.164]], "spin_multiplicity": 5, "homo_lumo_gap_ev": [6.323, 5.063], "relative_energy_kj_mol": 599.9, "total_charge": 2, "total_energy_ev": -67136.0520, "s2": 6.0391, "e_homo_ev": [-13.98, -14.07]}

Entry 4:
{"formula": "C13H24CrN4O5S2", "method": "ωB97M-V/def2-TZVPD", "elements": ["O", "H", "Cr", "N", "N", "O", "O", "C", "C", "C", "C", "H", "H", "H", "H", "H", "H", "H", "H", "O", "H", "H", "C", "H", "H", "H", "O", "H", "H", "C", "C", "N", "C", "C", "S", "C", "C", "S", "C", "N", "C", "H", "H", "H", "H", "H", "H", "H", "H"], "positions_angstrom": [[3.463, -0.940, -4.105], [3.682, -0.014, -3.850], [0.319, 0.287, 0.257], [-1.449, 0.387, -0.507], [0.406, -1.233, -1.198], [-2.618, 0.896, 0.113], [1.111, -2.326, -1.229], [-1.659, -0.247, -1.696], [-0.629, -1.131, -2.102], [-2.893, -0.075, -2.517], [-0.617, -1.994, -3.322], [-3.554, 0.660, -2.045], [-3.430, -1.034, -2.634], [-2.631, 0.288, -3.529], [0.201, -1.695, -3.991], [-1.543, -1.892, -3.887], [-0.478, -3.064, -3.121], [-2.783, 1.812, -0.274], [2.499, -0.602, -3.916], [2.776, -1.970, 0.833], [3.049, -2.840, 1.166], [2.296, -2.180, -0.025], [1.036, 1.640, -0.577], [1.926, 0.933, -0.473], [0.736, 1.595, -1.629], [1.517, 2.550, -0.337], [-3.674, 3.138, -0.740], [-3.170, 3.950, -0.562], [-4.363, 3.127, -0.053], [1.644, 3.646, 1.310], [1.777, 2.387, 2.105], [1.261, 1.182, 1.865], [1.534, 0.243, 2.888], [2.324, 0.796, 3.881], [2.729, 2.449, 3.530], [0.770, -0.971, 2.871], [0.621, -1.938, 3.877], [-0.677, -2.995, 3.514], [-0.954, -2.085, 1.977], [-0.105, -1.085, 1.784], [-2.071, -2.416, 1.051], [1.503, 4.529, 1.941], [2.568, 3.784, 0.715], [0.745, 3.612, 0.674], [2.642, 0.277, 4.779], [1.239, -1.966, 4.782], [-2.795, -3.108, 1.517], [-2.599, -1.488, 0.767], [-1.683, -2.876, 0.122]], "spin_multiplicity": 4, "homo_lumo_gap_ev": [7.929, 7.582], "total_charge": 1, "total_energy_ev": -80149.8132, "s2": 3.9537, "e_homo_ev": [-11.26, -11.17]}

Entry 5:
{"formula": "C13H24N2O5", "method": "ωB97M-V/def2-TZVPD", "elements": ["C", "C", "C", "C", "C", "O", "C", "O", "N", "N", "C", "O", "H", "H", "H", "H", "H", "H", "H", "H", "C", "C", "C", "O", "H", "H", "H", "H", "H", "H", "H", "H", "C", "C", "C", "O", "H", "H", "H", "H", "H", "H", "H", "H"], "positions_angstrom": [[-2.519, 2.211, 0.044], [-1.331, 2.367, 0.110], [0.114, 2.608, 0.075], [0.428, 4.086, 0.426], [0.824, 4.286, 1.893], [2.222, 4.642, 1.927], [2.819, 4.721, 3.137], [3.655, 5.547, 3.347], [2.496, 3.744, 4.156], [1.297, 4.079, 4.873], [1.266, 5.165, 5.457], [1.114, 6.235, 5.876], [-3.565, 2.180, 0.234], [0.653, 1.916, 0.723], [0.461, 2.416, -0.941], [-0.447, 4.692, 0.208], [1.263, 4.406, -0.195], [0.631, 3.382, 2.471], [0.229, 5.091, 2.327], [2.287, 2.868, 3.686], [0.399, -2.077, -2.908], [0.625, -0.642, -2.462], [2.031, -0.452, -1.911], [-0.343, -0.282, -1.479], [0.506, -2.758, -2.059], [-0.614, -2.198, -3.294], [1.107, -2.373, -3.685], [0.469, 0.036, -3.303], [2.187, -1.094, -1.039], [2.182, 0.579, -1.589], [2.788, -0.697, -2.658], [-0.232, -0.873, -0.726], [-3.175, -4.720, -1.481], [-1.692, -5.015, -1.315], [-1.453, -6.459, -0.901], [-1.122, -4.128, -0.351], [-3.702, -4.873, -0.536], [-3.326, -3.681, -1.776], [-3.626, -5.366, -2.236], [-1.174, -4.814, -2.254], [-1.929, -6.664, 0.062], [-0.386, -6.651, -0.785], [-1.854, -7.155, -1.639], [-1.564, -4.285, 0.490]], "spin_multiplicity": 1, "homo_lumo_gap_ev": 10.293, "smiles": "C#CCCCOC(=O)NN=C=O.CC(C)O.CC(C)O", "relative_energy_kj_mol": 573.3, "total_energy_ev": -27083.9984, "e_homo_ev": -9.82}

Number 2 is which compound? C13H24ClEuI2N2P2